(1)
Entry from the OMol25 dataset: 2 unconnected molecules or ions with the total composition C3H7N2O (ωB97M-V with the def2-TZVPD basis set).

Summary:
electronic energy: -8229.810 eV
gap between HOMO and LUMO (spin up / spin down): 5.81 / 1.84 eV
ΔE to the lowest compared entry with this formula, charge and spin: 190.8 kJ/mol

```
! RIJCOSX wB97M-V def2-TZVPD def2/J DEFGRID3
* xyz 2 2
C -1.780 -1.356 -0.366
C -0.624 -1.291 0.391
N -0.359 0.022 0.520
C -1.354 0.757 -0.091
N -2.222 -0.118 -0.721
H -2.129 -2.408 -0.755
H -0.097 -2.065 0.881
H 0.432 0.435 0.895
H -1.608 1.890 -0.339
H -3.089 0.121 -1.333
H 5.038 1.419 0.445
H 3.557 1.171 0.581
O 4.235 1.423 -0.108
*
```

=====

(2)
Entry from the OMol25 dataset: a molecular structure, C27H28B2BrF4N5O6PbSe (ωB97M-V with the def2-TZVPD basis set).

Summary:
electronic energy: -201053.396 eV
gap between HOMO and LUMO: 8.12 eV
ΔE to the lowest compared entry with this formula, charge and spin: 66.2 kJ/mol

```
! RIJCOSX wB97M-V def2-TZVPD def2/J DEFGRID3
* xyz 0 1
Pb -0.512 0.282 -0.060
C -4.595 2.458 0.829
C -3.225 1.859 0.858
N -2.916 0.790 0.227
O -3.867 0.218 -0.517
B -3.961 -1.299 -0.588
F -4.632 -1.572 -1.756
F -4.665 -1.702 0.560
O -2.660 -2.040 -0.661
N -1.791 -1.750 0.351
C -1.849 -2.380 1.455
C -2.737 -3.551 1.718
C -0.992 -1.818 2.550
N -0.470 -0.673 2.323
O 0.175 -0.129 3.369
B 0.773 1.234 3.224
F 1.943 1.129 2.416
F 1.108 1.649 4.489
O -0.120 2.286 2.644
N -1.034 1.870 1.740
C -2.175 2.443 1.745
C -2.509 3.596 2.639
C -0.830 -2.496 3.872
H -5.235 1.859 0.190
H -4.562 3.481 0.448
H -5.018 2.488 1.834
H -3.376 -3.725 0.861
H -3.366 -3.366 2.590
H -2.128 -4.439 1.905
H -1.638 3.861 3.230
H -3.333 3.344 3.309
H -2.817 4.454 2.039
H -1.152 -1.824 4.669
H -1.380 -3.430 3.931
H 0.231 -2.686 4.048
C -0.010 -2.526 -4.457
C 0.619 -2.069 -3.157
O 0.579 -0.896 -2.852
C 1.233 -3.106 -2.276
C 0.961 -4.460 -2.491
C 1.430 -5.444 -1.643
C 2.199 -5.086 -0.543
C 2.503 -3.758 -0.312
C 2.047 -2.762 -1.179
O 2.403 -1.464 -1.017
H -0.286 -1.648 -5.036
H -0.919 -3.096 -4.245
H 0.671 -3.155 -5.030
H 0.347 -4.749 -3.333
H 1.197 -6.484 -1.830
H 2.569 -5.849 0.131
H 3.110 -3.459 0.533
Br -2.292 1.748 -3.178
C -1.156 3.081 -2.478
C -1.109 4.320 -3.105
C -0.278 5.285 -2.567
C 0.470 4.986 -1.437
C 0.343 3.726 -0.886
N -0.459 2.784 -1.397
H -1.713 4.506 -3.981
H -0.219 6.264 -3.026
H 1.136 5.713 -0.992
H 0.897 3.444 0.007
Se 2.413 -0.729 0.673
C 3.884 0.410 0.246
C 3.944 1.016 -1.002
C 5.055 1.783 -1.326
C 6.076 1.958 -0.402
C 5.986 1.378 0.857
C 4.891 0.592 1.184
H 3.138 0.872 -1.710
H 5.120 2.250 -2.301
H 6.948 2.545 -0.664
H 6.778 1.528 1.580
H 4.808 0.133 2.161
*
```

=====

(3)
Entry from the OMol25 dataset: a gas-phase ion, C5H10NO (charge +1) (ωB97M-V with the def2-TZVPD basis set).

Summary:
electronic energy: -8877.332 eV
gap between HOMO and LUMO: 10.95 eV
ΔE to the lowest compared entry with this formula, charge and spin: 120.4 kJ/mol
SMILES: C=C([NH3+])CCC=O

```
! RIJCOSX wB97M-V def2-TZVPD def2/J DEFGRID3
* xyz 1 1
C 0.762 -1.831 -0.856
C 0.180 -0.658 -0.744
N 0.612 0.412 -1.708
C -0.977 -0.222 0.095
C -0.730 0.284 1.504
C 0.162 1.468 1.707
O 0.791 2.011 0.819
H 1.543 -1.991 -1.576
H 0.580 -2.656 -0.175
H -0.148 0.622 -2.338
H 1.438 0.150 -2.274
H 0.800 1.222 -1.065
H -1.620 -1.100 0.184
H -1.637 0.450 -0.437
H -1.676 0.467 2.024
H -0.374 -0.522 2.141
H 0.292 1.895 2.698
*
```

=====

(4)
Entry from the OMol25 dataset: 4 unconnected molecules or ions with the total composition C32H65Cl2FIN2O20P3S5 (ωB97M-V with the def2-TZVPD basis set).

Summary:
electronic energy: -196072.546 eV
gap between HOMO and LUMO: 8.71 eV
ΔE to the lowest compared entry with this formula, charge and spin: 0.0 kJ/mol
SMILES: CC(C)C[C@@](N)(CCCCS(=O)(=O)Cl)O[C@](I)(CP(=O)(O)O)[C@@](F)(Cc1ccccc1)N(CCCCS(=O)(=O)Cl)PP(=O)(O)O.CCOS(C)(=O)=O.CCOS(C)(=O)=O.CCOS(C)(=O)=O

```
! RIJCOSX wB97M-V def2-TZVPD def2/J DEFGRID3
* xyz 0 1
C -0.837 -3.879 -0.551
C -1.266 -3.550 0.933
C -1.267 -4.967 1.699
C -2.713 -2.965 1.100
C -2.832 -1.383 0.771
N -2.920 -1.328 -0.697
C -4.212 -0.990 1.496
C -5.330 -0.480 0.503
C -6.327 0.421 1.365
C -7.046 -0.398 2.511
S -7.925 0.815 3.626
O -7.292 0.877 4.940
O -9.321 0.411 3.809
Cl -7.966 2.715 2.757
O -1.712 -0.802 1.394
C -1.223 0.468 1.014
I -2.600 1.968 0.290
C 0.019 0.249 0.037
P -0.046 0.938 -1.675
O 0.120 2.413 -1.788
O 1.282 0.272 -2.484
O -1.346 0.521 -2.601
C -0.687 1.053 2.434
F -1.828 0.860 3.282
C 0.391 0.068 3.094
C 0.985 0.643 4.427
C 2.442 0.566 4.628
C 3.050 1.124 5.826
C 2.249 1.781 6.844
C 0.809 1.848 6.686
C 0.207 1.282 5.468
N -0.397 2.460 2.473
C 0.692 3.033 1.689
C 2.170 2.657 2.061
C 3.166 3.400 1.074
C 3.375 4.890 1.562
S 3.693 5.929 0.060
O 4.399 7.149 0.418
O 4.479 5.112 -0.866
Cl 1.876 6.406 -0.843
P -1.380 3.492 3.427
P -0.219 4.940 4.585
O -0.474 6.348 4.134
O 1.412 4.669 4.590
O -0.720 4.833 6.181
H -1.671 -4.209 -1.215
H 0.039 -4.585 -0.546
H -0.427 -2.922 -1.001
H -0.446 -2.961 1.411
H -1.976 -4.996 2.553
H -0.210 -5.225 1.957
H -1.580 -5.715 0.913
H -3.024 -3.180 2.164
H -3.441 -3.532 0.459
H -1.974 -1.476 -1.045
H -3.568 -2.026 -1.059
H -4.643 -1.838 2.080
H -4.024 -0.163 2.242
H -5.934 -1.365 0.176
H -4.959 0.145 -0.340
H -5.736 1.225 1.890
H -7.108 0.916 0.740
H -7.857 -1.069 2.125
H -6.347 -0.940 3.189
H 0.971 0.637 0.501
H 0.171 -0.868 -0.047
H 2.027 0.341 -1.850
H -1.047 -0.198 -3.196
H -0.210 -0.832 3.406
H 1.191 -0.246 2.384
H 3.063 0.082 3.833
H 4.157 1.062 5.907
H 2.699 2.239 7.750
H 0.159 2.347 7.444
H -0.897 1.392 5.385
H 0.631 4.156 1.778
H 0.559 2.821 0.594
H 2.461 2.853 3.120
H 2.353 1.556 1.883
H 4.169 2.905 1.082
H 2.765 3.428 0.028
H 2.439 5.309 2.014
H 4.227 5.002 2.273
H -2.095 4.327 2.495
H 1.831 5.532 4.406
H -1.692 4.929 6.194
C 6.941 0.271 -6.186
C 6.037 1.029 -5.234
O 4.654 0.715 -5.449
S 4.092 -0.681 -4.897
C 2.377 -0.321 -5.105
O 4.379 -0.779 -3.493
O 4.454 -1.722 -5.813
H 6.923 -0.800 -5.977
H 7.973 0.615 -6.093
H 6.613 0.404 -7.219
H 6.315 0.845 -4.193
H 6.145 2.100 -5.413
H 2.110 0.495 -4.443
H 1.815 -1.217 -4.845
H 2.195 -0.057 -6.146
C 3.848 3.315 -7.139
C 2.987 3.952 -8.212
O 3.781 4.541 -9.250
S 4.454 3.570 -10.336
C 4.928 4.823 -11.487
O 3.432 2.756 -10.927
O 5.639 2.996 -9.772
H 4.383 2.447 -7.528
H 3.235 2.983 -6.299
H 4.598 4.020 -6.776
H 2.280 3.232 -8.631
H 2.401 4.760 -7.770
H 4.032 5.292 -11.886
H 5.491 4.343 -12.286
H 5.555 5.551 -10.975
C -3.053 -9.429 5.598
C -2.480 -9.303 4.200
O -3.511 -9.209 3.207
S -4.280 -7.812 3.038
C -5.083 -8.188 1.510
O -3.314 -6.773 2.814
O -5.276 -7.703 4.060
H -3.565 -8.513 5.898
H -2.261 -9.625 6.322
H -3.785 -10.237 5.644
H -1.798 -8.452 4.126
H -1.903 -10.199 3.966
H -4.329 -8.314 0.736
H -5.738 -7.353 1.266
H -5.669 -9.097 1.636
*
```